A 2-piece molecular cluster, H4S2 overall at a distorted geometry. Source: the OMol25 dataset; level of theory: ωB97M-V/def2-TZVPD.

Properties
E_tot: -21734.6850 eV
SMILES: S.S
F_max: 1.2 eV/A
HOMO-LUMO gap: 10.2 eV
energy above the lowest of the compared OMol25 structures with the same formula, charge and spin: 9.1 kcal/mol
spin multiplicity: 1
total charge: 0

Atoms and positions in Å:
S: 0.929 -0.982 -0.390
H: -0.350 -1.189 -0.027
H: 0.586 -0.767 -1.673
S: -0.849 1.391 0.768
H: -0.216 0.545 1.602
H: -0.099 1.002 -0.280